P) ORCA calculation (the ωB97M-V functional and the def2-TZVPD basis) on a structure of composition C32H25BiCl5GeN6O3S.

Structure (XYZ):
```
74
Properties=species:S:1:pos:R:3:mulliken_charge:R:1
Bi -0.0613 -0.0440 0.5327 2.44
C 1.5714 1.5892 3.8652 -0.88
C 0.4242 0.7394 4.3137 0.71
C 0.4405 0.0540 5.5257 -0.74
C -0.6270 -0.7603 5.8517 -0.63
C -1.7071 -0.8405 4.9872 -0.92
C -1.6682 -0.0944 3.8178 0.92
N -0.6136 0.6526 3.4801 -0.14
C -2.8235 -0.0359 2.8724 0.47
C -4.1180 -0.3763 3.2523 -0.94
C -5.1413 -0.1945 2.3396 -0.83
C -4.8593 0.3435 1.0952 -0.82
C -3.5391 0.6498 0.7894 0.58
N -2.5566 0.4373 1.6601 0.33
C -3.1511 1.3087 -0.4925 0.67
C -3.9676 1.2788 -1.6124 -0.59
C -3.5628 1.9716 -2.7425 -0.72
C -2.3814 2.6856 -2.7091 -0.69
C -1.6105 2.6598 -1.5498 0.62
C -0.3417 3.4531 -1.4386 -1.20
N -1.9850 1.9641 -0.4774 -0.24
H 2.3098 1.7141 4.6559 0.45
H 2.0584 1.1319 3.0008 -0.17
H 1.2132 2.5697 3.5509 0.30
H 1.2931 0.1463 6.1845 0.39
H -0.6215 -1.3303 6.7717 0.44
H -2.5498 -1.4764 5.2164 0.36
H -4.3272 -0.7425 4.2466 0.33
H -6.1604 -0.4386 2.6090 0.43
H -5.6534 0.5487 0.3922 0.41
H -4.8872 0.7117 -1.6158 0.22
H -4.1681 1.9535 -3.6395 0.44
H -2.0460 3.2507 -3.5685 0.47
H 0.1560 3.5490 -2.4033 0.37
H -0.5680 4.4585 -1.0768 0.41
H 0.3409 2.9914 -0.7262 0.02
N 3.7786 -2.1362 1.7706 -0.25
C 2.5597 -1.9733 1.2421 0.04
S 1.2327 -1.7201 2.3288 -0.44
N 2.4280 -2.0552 -0.0671 -0.47
N 1.1265 -1.8680 -0.5133 0.18
C 0.7494 -2.6290 -1.4732 -0.45
C -0.5440 -2.6053 -2.1096 0.35
C -0.6810 -3.3115 -3.3133 -0.63
C -1.8902 -3.3899 -3.9652 -0.87
C -3.0030 -2.7792 -3.3817 -0.52
C -2.8978 -2.0981 -2.1891 -0.63
C -1.6637 -1.9733 -1.5254 0.42
O -1.6146 -1.3254 -0.3839 -0.70
H 3.8969 -1.9514 2.7495 0.26
H 4.5929 -2.1587 1.1739 0.10
H 1.4512 -3.3846 -1.8302 0.56
H 0.1954 -3.7967 -3.7291 0.44
H -1.9806 -3.9272 -4.8987 0.40
H -3.9682 -2.8492 -3.8691 0.42
H -3.7634 -1.6431 -1.7254 0.48
Cl 6.0100 2.6102 -3.5605 -0.24
C 4.7882 2.1388 -2.4213 0.15
C 5.0299 2.3181 -1.0521 -0.65
C 4.0969 1.9305 -0.1312 0.54
Cl 4.4315 2.1191 1.5569 -0.24
C 2.8548 1.3383 -0.5027 -0.52
O 2.0279 0.9614 0.4013 0.12
C 2.6330 1.1995 -1.9022 1.25
C 1.3851 0.7450 -2.4498 -0.72
O 0.3374 0.4912 -1.8502 -0.62
C 3.6149 1.5881 -2.8402 -0.89
H 5.9667 2.7467 -0.7231 0.46
H 1.3713 0.6505 -3.5476 0.23
H 3.4270 1.4358 -3.8952 0.41
Cl 4.2150 -1.6751 -4.0215 -0.40
Ge 3.8532 -2.0762 -1.8157 0.91
Cl 4.2297 -4.2283 -1.6653 -0.35
Cl 5.6115 -1.1969 -0.8289 -0.40
```

Summary:
Highest occupied orbital energy (alpha / beta) ... -7.4 / -7.9 eV
2S+1 ... 2
E_LUMO (alpha / beta) ... -0.338 / -1.227 eV
Total charge ... 0
Frontier orbital gap (alpha / beta) ... 7.016 / 6.706 eV



Q) ORCA calculation (the ωB97M-V functional and the def2-TZVPD basis) on a structure of composition C32H25BiCl5GeN6O3S.

Structure (XYZ):
```
74
Properties=species:S:1:pos:R:3:mulliken_charge:R:1
Bi 0.0745 0.1312 -0.0513 3.24
C -2.0550 -3.6132 2.2866 -1.29
C -1.1626 -2.6620 3.0312 0.58
C -1.4652 -2.1952 4.3120 -0.31
C -0.5698 -1.3606 4.9523 -0.73
C 0.6268 -1.0347 4.3272 -0.84
C 0.8515 -1.5456 3.0607 0.66
N -0.0364 -2.3103 2.4170 -0.13
C 2.1494 -1.4279 2.3367 0.35
C 3.3682 -1.4610 2.9968 -0.81
C 4.5168 -1.6229 2.2398 -1.05
C 4.4168 -1.7745 0.8688 -0.65
C 3.1622 -1.6713 0.2781 0.29
N 2.0713 -1.4585 1.0068 0.16
C 2.9256 -1.8418 -1.1886 0.95
C 3.9697 -1.8900 -2.0957 -1.14
C 3.6706 -2.0597 -3.4398 -0.65
C 2.3539 -2.2023 -3.8218 -0.88
C 1.3567 -2.1532 -2.8470 1.12
C -0.0814 -2.3695 -3.2167 -1.39
N 1.6430 -1.9520 -1.5636 -0.01
H -2.4593 -4.3696 2.9605 0.43
H -1.4802 -4.0974 1.4999 0.31
H -2.8973 -3.0920 1.8359 0.13
H -2.3979 -2.4767 4.7821 0.37
H -0.7993 -0.9613 5.9319 0.44
H 1.3521 -0.3906 4.8069 0.49
H 3.4117 -1.4177 4.0763 0.46
H 5.4843 -1.6734 2.7225 0.44
H 5.2990 -1.9690 0.2769 0.35
H 4.9943 -1.7694 -1.7753 0.34
H 4.4628 -2.0803 -4.1773 0.44
H 2.0846 -2.3500 -4.8595 0.43
H -0.2251 -3.3986 -3.5534 0.54
H -0.3832 -1.7104 -4.0320 0.27
H -0.7230 -2.1968 -2.3552 -0.03
N 4.3828 1.4788 0.1003 -0.28
C 3.0183 1.5077 0.2318 0.25
S 2.0961 1.2557 -1.2469 -0.55
N 2.5219 1.7107 1.4061 -1.16
N 1.1217 1.8122 1.3384 0.63
C 0.6653 2.8733 1.8905 -1.13
C -0.6156 3.4896 1.6426 0.97
C -0.7889 4.7802 2.1610 -0.68
C -1.8372 5.5797 1.7654 -0.80
C -2.7085 5.1020 0.7862 -0.64
C -2.5624 3.8329 0.2676 -0.34
C -1.5548 2.9757 0.7271 -0.40
O -1.5471 1.7143 0.2989 -0.19
H 4.7417 1.5670 -0.8342 0.24
H 4.9039 1.9389 0.8301 0.29
H 1.3865 3.4632 2.4565 0.33
H -0.0553 5.1534 2.8670 0.38
H -1.9611 6.5710 2.1790 0.40
H -3.5131 5.7319 0.4274 0.41
H -3.2399 3.4546 -0.4842 0.60
Cl -4.7027 0.6740 -6.3108 -0.24
C -3.4938 0.5709 -5.0647 0.11
C -2.2016 1.0417 -5.3256 -0.63
C -1.2399 0.9786 -4.3551 0.76
Cl 0.3547 1.5608 -4.6962 -0.20
C -1.4861 0.4479 -3.0513 -1.17
O -0.5250 0.4926 -2.1982 -0.31
C -2.7963 -0.0672 -2.8463 1.55
C -3.2000 -0.7648 -1.6550 -0.83
O -2.4711 -1.1514 -0.7425 -0.30
C -3.7832 0.0270 -3.8489 -1.02
H -1.9633 1.4623 -6.2932 0.47
H -4.2734 -1.0111 -1.6028 0.26
H -4.7760 -0.3562 -3.6462 0.41
Cl -4.6167 -1.1124 2.6020 -0.40
Ge -3.3128 0.4668 1.7387 0.99
Cl -2.5578 1.4865 3.5317 -0.34
Cl -4.9193 1.6897 0.9237 -0.33
```

Summary:
Highest occupied orbital energy (alpha / beta) ... -7.8 / -8.0 eV
2S+1 ... 2
E_LUMO (alpha / beta) ... -0.237 / -2.111 eV
Total charge ... 0
Frontier orbital gap (alpha / beta) ... 7.606 / 5.933 eV



Which of them is the most stable, and which is the least stable? P) and Q), in that order.



P) ORCA calculation (the ωB97M-V functional and the def2-TZVPD basis) on a cluster of 2 separate species, C3HNO3 in total.

Structure (XYZ):
```
8
Properties=species:S:1:pos:R:3:mulliken_charge:R:1
C 0.3151 -1.3052 0.8243 0.52
C 0.6391 -1.1913 -0.5963 0.55
C -0.5877 2.2339 -0.1853 0.09
N 0.8310 -0.1773 0.2364 -0.47
O -0.1259 -1.8577 1.7909 -0.42
O 0.6653 -1.4883 -1.7450 -0.43
O -1.5985 2.3479 -0.7445 -0.22
H -0.1384 1.4380 0.4196 0.38
```

Summary:
Highest occupied orbital energy (alpha / beta) ... -10.3 / -8.2 eV
E_LUMO (alpha / beta) ... -0.661 / -3.451 eV
Total charge ... 0
Frontier orbital gap (alpha / beta) ... 9.607 / 4.782 eV



Q) ORCA calculation (the ωB97M-V functional and the def2-TZVPD basis) on an isolated molecule of C3HNO3.

Structure (XYZ):
```
8
Properties=species:S:1:pos:R:3:mulliken_charge:R:1
C -1.8583 0.7223 0.0511 0.14
C 1.6444 -0.2260 0.0426 0.20
C -0.7782 -0.2612 -0.1367 0.62
N -2.7118 1.4734 0.0916 -0.26
O 1.8284 -1.3734 0.2733 -0.39
O -0.8493 -1.4510 -0.2668 -0.39
O 0.4499 0.4361 -0.0743 -0.25
H 2.2750 0.6798 0.0193 0.33
```

Summary:
Highest occupied orbital energy ... -11.6 eV
SMILES ... N#CC(=O)OC=O
E_LUMO ... -0.900 eV
Total charge ... 0
Frontier orbital gap ... 10.653 eV



R) ORCA calculation (the ωB97M-V functional and the def2-TZVPD basis) on a structure of composition C3HNO3.

Structure (XYZ):
```
8
Properties=species:S:1:pos:R:3:mulliken_charge:R:1
C -1.4998 0.2124 0.4606 0.25
C -2.6894 0.0778 0.6887 0.26
C 2.8702 -0.9582 -0.7696 0.67
N -0.3495 0.7871 0.2597 -0.48
O 2.9202 -0.3726 -1.7721 -0.36
O -3.6718 0.1162 0.0450 -0.30
O 2.9068 -1.7526 0.0472 -0.32
H -0.4867 1.8897 1.0403 0.28
```

Summary:
Highest occupied orbital energy (alpha / beta) ... -9.1 / -9.2 eV
E_LUMO (alpha / beta) ... -1.878 / -1.913 eV
Total charge ... 0
Frontier orbital gap (alpha / beta) ... 7.271 / 7.249 eV



Which of them is the most stable, and which is the least stable? Q) and P), in that order.